Record 1
A 10-piece molecular cluster, C38H70Cl6O18 overall. Source: the Open Molecules 2025 dataset; level of theory: wB97M-V/def2-TZVPD.

The geometry in XYZ format:
```
132
Properties=species:S:1:pos:R:3
H -14.125 0.299 -3.199
H -12.207 1.230 -2.998
H -4.116 -5.834 -1.215
H 11.100 11.641 2.228
H -10.187 1.536 -4.093
C -5.451 0.589 9.576
H -3.031 -9.689 -1.689
H -11.890 3.634 4.490
C 5.152 5.485 9.652
O -13.616 -1.489 -4.301
H 7.848 3.437 -5.975
H 4.474 -8.444 -3.196
C 1.472 -3.988 4.617
H 3.264 5.263 8.351
C -5.316 -9.817 -0.272
O 13.420 11.275 1.523
O 1.706 3.849 -0.330
C -3.452 -10.635 -1.350
H 3.227 -3.255 4.578
H -5.697 -5.764 -0.573
H -4.336 -5.474 0.458
H 6.560 4.640 -6.323
H -6.362 -8.010 -0.912
H 3.761 3.821 8.952
H 2.716 5.774 -0.199
O 1.823 -5.782 -4.663
C 7.566 4.489 -5.929
H 10.869 2.087 -8.734
C -9.870 0.494 -4.145
O 9.036 9.719 2.257
H -5.802 1.618 9.654
C 12.374 10.431 1.260
O -0.575 0.868 0.464
C -15.030 -1.694 -4.524
H 1.488 5.608 0.815
C -0.779 -5.047 4.548
H 0.341 1.390 -1.130
H -1.653 -7.152 3.437
C -1.772 1.543 0.078
H -15.465 -1.114 -5.338
C 10.578 2.989 -9.273
H -4.166 -10.951 -2.111
C 0.526 1.494 -0.061
O 2.336 -2.913 4.477
C -10.152 2.619 3.504
C -5.785 -0.153 8.311
H 1.031 -4.497 -3.160
C 11.899 8.143 0.881
H 1.119 2.800 1.403
C 0.143 -3.895 4.672
O -11.147 -0.162 -4.349
C -13.497 -0.108 -3.991
H -4.939 -8.266 -1.886
C 10.634 8.261 1.250
C -5.321 -8.331 -0.867
C 2.172 -5.267 4.409
C -12.156 0.201 -3.354
C 0.749 3.034 0.405
C 9.577 5.371 -6.663
Cl 6.351 4.254 10.311
C 10.159 9.543 1.823
H 4.150 -7.103 -4.194
H -10.347 1.551 3.600
O 13.921 8.980 0.147
C 2.210 -6.136 -2.247
H -6.002 -10.460 -0.823
O -1.980 -5.025 4.862
H -2.610 -11.325 -1.294
O 9.737 7.230 1.262
H 14.116 10.984 0.930
H -9.388 2.767 4.268
H 7.375 4.902 -4.939
H 12.205 7.184 0.489
H -9.270 0.389 -5.049
O 9.875 3.879 -8.437
C -4.695 -6.125 -0.339
H -9.336 0.159 -3.255
C 3.746 -7.646 -3.339
C 1.316 -6.389 4.150
H -12.003 -0.412 -2.465
O 3.406 -5.470 4.549
H -5.682 -9.683 0.745
H 9.924 5.679 -5.676
Cl -5.033 0.695 6.985
C 1.888 -5.103 -3.454
C -0.045 -6.300 4.227
H -2.529 1.119 0.738
C -11.346 3.587 3.547
H -0.381 -2.952 4.724
H 1.699 -5.376 -6.764
O 3.476 -6.879 -2.245
H 4.671 5.810 10.575
H -15.728 -1.622 -3.690
H 2.802 -8.118 -3.611
H -5.490 -1.198 8.400
C 12.835 9.166 0.671
H 1.736 -7.370 3.988
H -10.969 4.598 3.395
H 0.666 -4.410 -5.798
H 1.429 -6.848 -1.979
H -5.938 0.037 10.380
H 1.435 1.038 0.331
H 11.469 3.468 -9.680
H 2.795 -4.508 -3.558
Cl -9.100 2.855 2.026
O -0.838 -7.312 3.918
H -2.162 1.232 -0.891
H 2.393 -5.532 -1.358
H 9.718 6.211 -7.343
H -15.132 -2.749 -4.779
C 2.255 4.971 0.375
H 2.985 4.598 1.093
O -4.621 -7.494 0.044
C 11.170 10.649 1.806
Cl -12.480 3.251 2.214
O -3.954 -10.313 -0.097
O 8.249 5.300 -6.827
Cl 5.168 4.443 7.158
H 2.444 -4.094 -5.826
C 4.196 4.760 8.609
H 5.682 6.308 9.173
H 10.057 3.335 -6.470
H -13.671 0.450 -4.910
H 11.401 4.370 -7.151
H -0.127 3.678 0.486
H 9.074 7.615 1.840
H -6.867 -0.136 8.176
C 10.334 4.146 -7.143
Cl -3.708 0.568 10.040
H 10.060 2.652 -10.170
H -1.876 2.627 0.108
C 1.662 -4.853 -5.808
```

Properties
E_HOMO: -0.34714 Ha
E_LUMO: -0.0670 Ha
SMILES: O=C1C=C(O)C(=O)C=C1O.O=C1C=C(O)C(=O)C=C1O.COCCOC.COCCOC.COCCOC.COCCOC.COCCOC.ClCCCl.ClCCCl.ClCCCl
Frontier orbital gap: 7.6 eV

=====

Record 2
One molecule with the formula C20H24N2O6S2. Source: the Open Molecules 2025 dataset; level of theory: wB97M-V/def2-TZVPD.

The geometry in XYZ format:
```
54
Properties=species:S:1:pos:R:3
O -1.245 -3.012 1.997
H -1.299 -1.322 0.209
C -1.243 -1.027 4.228
C 0.341 1.997 0.553
C -1.274 -0.173 5.316
H 0.938 0.768 2.219
H 0.469 -3.075 -0.406
H -1.502 3.398 -6.936
C 1.123 -0.078 5.322
C -0.449 -0.251 -4.044
O 0.363 -2.646 -3.305
S 0.060 -2.509 2.306
H 1.562 -0.570 -4.646
H -0.480 1.809 2.564
H 2.537 -0.841 -0.769
H 1.088 2.767 0.750
H 2.008 -2.963 0.492
H -1.086 1.723 7.147
H -2.474 0.215 -3.611
H 0.664 1.962 7.010
H 2.094 -1.265 3.805
H 2.043 0.288 5.753
O 0.909 1.142 -0.417
H 0.026 0.635 7.974
C 1.770 -1.529 -1.132
C -0.434 -0.702 0.497
C 1.224 -2.386 0.000
H -2.583 2.006 -5.337
C -1.670 1.449 -5.190
C -0.095 0.312 5.873
S -0.335 -1.510 -2.786
H -2.223 0.120 5.740
C 0.612 1.001 -5.774
C 0.670 0.012 -4.811
N 0.635 -1.530 1.020
H -2.142 -1.414 3.776
O -1.628 -1.698 -2.194
O 1.104 -3.456 2.572
H -0.869 0.503 -1.234
C 1.162 -0.934 4.236
H -0.576 2.456 0.154
H 2.162 -2.158 -1.929
C 0.016 1.197 1.810
H 0.267 3.431 -6.975
C -0.558 1.732 -5.974
C -1.619 0.458 -4.223
C -0.609 2.788 -7.033
N 0.705 -0.732 -1.707
C -0.024 -1.396 3.697
H -0.615 2.324 -8.019
O -0.904 0.162 1.496
C -0.127 1.218 7.066
H 1.479 1.213 -6.382
C 0.034 0.091 -0.750
```

Properties
E_HOMO: -0.33823 Ha
E_LUMO: 0.0218 Ha
SMILES: Cc1ccc(S(=O)(=O)N2CCN(S(=O)(=O)c3ccc(C)cc3)[C@H]3OCCO[C@H]32)cc1
Energy above the lowest of the compared OMol25 structures with the same formula, charge and spin: 61.9 kcal per mole
Frontier orbital gap: 9.8 eV

=====

Record 3
A 5-piece molecular cluster, C30H38IN2 overall. Source: the Open Molecules 2025 dataset; level of theory: wB97M-V/def2-TZVPD.

The geometry in XYZ format:
```
71
Properties=species:S:1:pos:R:3
C 4.576 -2.886 0.857
H -6.414 0.522 1.398
C 2.815 2.569 -4.011
C 2.335 -2.755 0.000
C -2.071 -3.211 -0.154
H 4.095 -2.507 -1.202
C -9.573 0.624 3.609
C 3.522 1.426 -2.017
H -5.274 -1.698 1.696
C 2.697 -3.184 2.333
N -3.823 0.396 2.835
H -3.180 -0.984 -1.487
H 7.460 5.672 -0.494
H 9.542 6.125 -1.747
H 8.998 2.499 -3.956
C 9.400 4.340 -2.929
H 6.916 2.049 -2.705
H 5.646 -2.844 0.699
C 1.512 0.740 -3.148
C 3.706 -2.699 -0.209
H -6.200 1.043 3.759
C -4.177 -1.765 1.669
C -8.324 0.888 4.156
H 6.148 3.635 -0.973
H -10.455 0.640 4.237
H 2.303 -3.374 3.323
H -4.032 -1.449 3.786
H -3.585 0.724 1.901
H 2.260 -0.180 -1.359
C -8.555 0.303 1.456
H 0.751 -3.037 1.422
C -7.308 0.567 2.006
C 1.711 1.732 -4.100
C 2.417 0.589 -2.105
C 7.798 4.977 -1.252
C 7.061 3.832 -1.521
C 8.663 3.195 -3.198
C 8.967 5.232 -1.956
H -3.847 -1.247 0.754
H 0.660 0.076 -3.216
H -8.641 0.062 0.403
H 4.747 -3.278 2.960
C -9.689 0.332 2.257
H 1.644 -2.632 -0.825
C -7.189 0.864 3.357
C -1.416 -1.825 -0.491
C 4.069 -3.130 2.128
N -2.333 -3.444 1.222
H -8.235 1.112 5.213
H -3.901 -3.710 2.542
H -3.183 0.877 3.461
H -1.384 -3.977 -0.569
H -2.508 -1.324 2.892
H 2.972 3.342 -4.754
H 10.311 4.539 -3.478
C 1.824 -2.995 1.269
H -10.661 0.119 1.829
C -3.573 -1.062 2.867
H -4.422 -3.731 0.858
H 4.225 1.305 -1.201
H -1.436 -1.247 0.442
H -0.361 -1.937 -0.768
I -1.697 -1.729 -3.542
C 7.493 2.941 -2.495
H -1.719 0.035 -1.602
H 1.003 1.846 -4.911
H 4.580 3.072 -2.901
H -2.987 -3.283 -0.795
C -3.696 -3.243 1.561
C 3.721 2.416 -2.970
C -2.094 -0.986 -1.558
```

Properties
E_HOMO: -0.07737 Ha
E_LUMO: 0.0812 Ha
Frontier orbital gap: 4.3 eV
Charge: -1

=====

Record 4
C52H55AsO3P2PdSi2 as an isolated structure. Source: the Open Molecules 2025 dataset; level of theory: wB97M-V/def2-TZVPD.

The geometry in XYZ format:
```
116
Properties=species:S:1:pos:R:3
H -4.815 -3.632 -0.349
P 2.117 -0.834 0.099
H -0.159 -7.554 -1.121
C 1.495 5.695 -0.390
C -3.217 3.983 2.960
C -2.592 2.209 -2.092
C -0.192 -6.477 2.088
C 2.581 -2.589 0.212
C -2.274 2.541 -4.451
C 0.532 4.714 -0.564
C -0.909 2.680 -4.244
H -4.019 5.214 1.395
C -0.302 -5.506 -0.508
H -3.332 -1.552 4.259
H 2.448 -2.533 2.356
C 2.783 -3.399 -0.899
H 2.479 0.499 -5.436
H 2.998 -4.916 2.643
H -2.681 2.610 -5.451
H -4.224 -3.999 -1.972
H 4.207 5.313 2.681
C 3.157 -5.295 0.536
H -1.842 -0.615 -2.735
H -3.872 0.110 4.526
O 2.229 1.821 0.684
C 1.285 -0.761 -2.530
H 5.524 4.036 -0.591
H 4.935 -1.677 1.026
H 0.430 -1.301 -2.133
H 0.683 2.694 -2.813
H 1.284 6.715 -0.680
H 4.271 0.521 -1.555
C 0.793 3.402 -0.190
C -0.292 -5.113 1.862
H 3.537 3.773 3.233
H -1.826 -2.367 -2.879
H 6.834 -0.258 1.730
C -1.224 2.369 -1.873
H 2.702 -2.986 -1.896
H -6.462 0.627 1.800
C -5.298 -0.809 -1.803
C 2.723 5.376 0.170
C -5.426 0.919 1.977
H 6.611 2.176 1.797
C -2.541 3.854 0.656
C -2.330 2.965 3.275
H -0.061 -8.422 1.190
H -4.764 -3.060 2.119
C 3.590 -0.022 0.818
C -3.113 2.305 -3.372
H -6.033 -2.190 2.986
C 3.483 1.360 0.935
C 3.439 0.252 -2.196
C -3.325 4.423 1.649
C 3.033 4.075 0.550
C 2.655 -3.149 1.488
H -5.396 1.537 2.874
H -6.007 -2.183 1.221
C -5.378 -2.160 2.111
C 5.882 0.197 1.493
H -5.127 0.202 -2.176
H -0.339 -5.102 -1.511
C -3.383 -0.557 3.814
O -0.355 -2.375 1.315
C -0.347 -4.621 0.563
H -3.019 -1.405 -3.787
H 3.371 -6.348 0.660
Si -3.667 -1.670 -1.402
C 2.336 -0.416 -1.676
C 5.751 1.575 1.529
Si -4.324 -0.605 2.183
C -0.197 -6.869 -0.284
H -0.323 -4.409 2.682
C 2.045 3.119 0.345
C -0.430 -3.136 0.306
C 4.810 -0.606 1.113
C 5.520 4.360 0.450
P -0.486 2.072 -0.237
C 2.439 0.241 -4.386
C 3.066 -4.749 -0.734
H -0.149 -6.856 3.101
H -3.093 -3.947 -0.621
H -2.631 4.214 -0.361
C -3.985 -3.484 -1.039
H -5.107 1.547 1.145
C 4.347 4.231 2.665
H -0.246 2.851 -5.082
C -1.653 2.826 0.961
C -2.476 -1.494 -2.844
Pd -0.292 -0.245 0.323
C 4.359 3.712 1.218
H -3.828 4.430 3.734
C -0.141 -7.357 1.015
H -4.177 2.186 -3.529
H 3.449 6.163 0.320
H 4.347 1.112 -3.935
H 5.289 3.996 3.160
H 0.518 -0.715 -4.523
H -0.877 1.572 2.520
C 4.539 2.200 1.229
C -0.386 2.595 -2.964
H 6.477 4.097 0.896
H -3.252 2.003 -1.256
As -2.727 -0.582 0.464
O -0.520 -2.748 -0.878
C -1.559 2.386 2.280
H -0.427 4.971 -0.994
C 1.342 -0.442 -3.876
H -2.359 -0.213 3.671
H 3.206 -5.375 -1.606
H -5.953 -0.736 -0.934
H -2.243 2.613 4.295
C 3.485 0.586 -3.544
H -5.831 -1.364 -2.578
H 5.443 5.446 0.473
C 2.953 -4.490 1.649
```

Properties
E_HOMO (alpha / beta): -0.22439 / -0.29107 Ha
E_LUMO (alpha / beta): 0.0207 / -0.0287 Ha
⟨S²⟩: 2.009
2S+1: 3
Frontier orbital gap (alpha / beta): 6.7 / 7.1 eV

=====

Record 5
A 8-piece molecular cluster, C22H53ClNO7S7 overall. Source: the Open Molecules 2025 dataset; level of theory: wB97M-V/def2-TZVPD.

The geometry in XYZ format:
```
91
Properties=species:S:1:pos:R:3
C 0.799 -4.113 0.579
C -2.249 6.428 0.420
H -0.773 -1.409 4.131
C 0.813 -2.968 -1.715
H -0.330 -4.110 0.570
H 4.942 -3.142 -8.041
O -1.987 -0.331 1.007
H -2.302 -3.906 -4.517
H 1.200 -6.152 0.999
O 4.931 0.044 5.426
H -0.588 -2.496 -7.615
C 1.272 -2.716 -3.075
O 1.387 -2.882 -8.331
H 2.471 -1.366 6.165
H -1.087 -4.134 -5.799
O -0.820 -1.406 -5.014
C -0.347 -2.038 -1.191
S -5.993 7.427 3.419
H 0.956 -1.835 4.222
Cl 3.055 -4.988 1.806
H -0.231 -2.648 5.291
H -2.831 -4.120 -6.202
C -1.525 -1.952 -7.513
O 0.784 0.786 5.340
C 2.350 -3.564 -3.645
H 1.334 -2.161 7.296
H -7.320 9.380 3.106
C -0.341 1.665 0.351
H 0.813 -1.867 -3.669
H -6.634 6.408 5.493
H -0.304 -1.029 -1.663
C 2.421 -4.866 -1.429
H -1.462 5.349 2.891
C -2.058 -3.698 -5.559
H 0.892 -5.161 2.332
S -2.000 -1.910 -5.783
H -0.369 1.443 -0.715
C 4.036 -2.754 -8.510
H 1.081 -3.155 1.108
S 0.262 -0.422 6.041
H -0.395 -1.991 -0.077
H -0.590 1.051 3.079
H 1.992 -0.551 7.673
H -1.389 -0.929 -7.862
C -5.691 6.743 5.059
H -5.018 5.893 4.958
H 2.722 -3.367 -4.676
H -6.492 9.411 4.681
C 4.047 1.877 3.715
H 3.562 2.476 4.486
H -3.008 4.997 3.703
C 1.655 -1.208 6.872
H -0.199 2.736 0.495
C 2.881 -4.636 -2.793
N 1.368 -5.221 1.416
H -2.623 6.669 3.230
H -2.310 -2.433 -8.099
H 4.064 -1.665 -8.502
H 5.909 0.004 2.743
H 3.962 -3.108 -9.539
H 5.078 -1.556 2.955
C 1.381 -4.021 -0.858
H -5.230 7.498 5.698
H -7.938 8.383 4.444
H -2.546 6.379 -0.627
H 3.680 -5.278 -3.227
H 3.494 1.975 2.780
H 2.022 -5.597 -7.382
C -1.479 1.603 2.768
S 2.596 -3.292 -7.571
H -1.298 2.676 2.832
H 2.863 -5.680 -0.797
C -7.039 8.785 3.975
H -1.210 6.107 0.518
C 4.936 -0.484 2.818
H 5.075 2.216 3.583
O -3.009 3.931 0.952
H -2.363 7.451 0.782
C 2.841 -5.056 -7.854
H 2.843 -5.263 -8.925
O -4.710 8.020 2.939
S -3.321 5.335 1.367
H 3.786 -5.368 -7.408
H 0.477 1.110 0.816
H -1.308 -2.515 -1.549
S -1.913 1.166 1.078
S 4.033 0.157 4.244
H -2.314 1.339 3.417
C -2.518 5.619 2.954
C 0.036 -1.711 4.798
H 4.356 -0.308 1.911
```

Properties
E_HOMO: -0.36997 Ha
E_LUMO: -0.1676 Ha
Frontier orbital gap: 5.5 eV
Charge: +1